1.
Entry from the Open Molecules 2025 dataset: a 2-piece molecular cluster, C31H37N3O2 overall in a non-equilibrium geometry (ωB97M-V/def2-TZVPD).

Positions of all 73 atoms, in Å:
1 C -4.63 -1.16 2.72
2 H 0.43 3.30 0.75
3 C -3.49 -6.81 0.45
4 H -4.29 -2.19 2.57
5 C 2.35 4.62 2.96
6 C -8.45 0.90 4.49
7 C 2.46 0.93 2.44
8 H -0.85 2.43 4.29
9 H 5.03 1.34 4.80
10 C -5.44 1.49 3.09
11 H 6.62 -2.27 1.75
12 N 2.09 3.20 2.81
13 C 0.11 0.25 2.51
14 C -1.25 0.47 2.66
15 H 8.28 -0.80 2.93
16 C 4.91 -1.26 2.60
17 H -1.99 -1.55 2.54
18 C 4.47 -0.24 3.44
19 N -7.78 0.78 3.20
20 H -9.51 0.55 2.04
21 C 5.39 0.56 4.13
22 H -3.02 -3.45 0.26
23 H 0.77 2.59 4.99
24 C 3.07 2.33 2.44
25 H -9.31 0.22 4.52
26 C -5.97 -0.87 2.85
27 H 0.49 -0.77 2.34
28 C -3.58 -5.50 -0.03
29 C 0.11 2.94 4.19
30 C -2.29 -4.65 1.94
31 C -3.64 -0.15 2.77
32 H 2.67 0.45 1.47
33 H -4.35 -4.13 -1.47
34 C -2.12 -6.06 2.30
35 H -2.66 -8.11 1.96
36 H -8.83 1.92 4.62
37 C -6.42 0.47 3.05
38 C -0.09 3.35 1.72
39 H -1.07 2.88 1.61
40 H 1.95 4.96 3.92
41 C -4.37 -5.20 -1.28
42 H 1.86 5.19 2.16
43 H -5.76 2.52 3.24
44 H -9.02 2.23 2.32
45 C 0.74 2.66 2.82
46 H 2.76 0.53 4.53
47 H 2.41 -0.92 3.52
48 C -2.95 -4.47 0.65
49 H -5.41 -5.53 -1.17
50 H 4.17 -1.87 2.07
51 H 3.42 4.81 2.93
52 H -0.24 4.40 1.99
53 H -8.10 1.21 1.16
54 C 7.21 -0.65 3.08
55 H -3.95 -5.72 -2.15
56 N 1.02 1.23 2.56
57 C 2.98 0.03 3.57
58 C 6.76 0.37 3.93
59 C -2.25 -0.49 2.64
60 H -0.05 4.02 4.29
61 C -2.74 -7.08 1.61
62 H -3.38 2.02 2.97
63 H 7.48 1.03 4.44
64 C 6.29 -1.47 2.41
65 O 4.22 2.63 2.12
66 O -1.97 -3.69 2.69
67 C -4.09 1.20 2.95
68 C -8.64 1.22 2.11
69 H -1.56 1.50 2.81
70 H -3.98 -7.62 -0.09
71 H -7.77 0.65 5.31
72 H -6.72 -1.66 2.80
73 H -1.53 -6.26 3.19

Highest occupied orbital energy ... -5.154 eV
Max |F| ... 2.4 eV/Å
HOMO-LUMO gap ... 2.95 eV
Energy above the lowest of the compared OMol25 structures with the same formula, charge and spin ... 126.6 kJ/mol
Total charge ... 0

Atom charges from the Löwdin analysis, given in e for atoms 1 to 4: number 1, C, carries 0.0225; number 2, H, carries 0.1084; number 3, C, carries -0.1235; number 4, H, carries 0.1214

***

2.
Entry from the Open Molecules 2025 dataset: C33H34N5RhSe as an isolated structure in a non-equilibrium geometry (ωB97M-V/def2-TZVPD).

Positions of all 74 atoms, in Å:
1 C 0.31 2.52 4.61
2 C 0.76 4.14 2.36
3 H -3.29 -0.01 -2.09
4 C -0.19 -1.27 -2.35
5 C 2.73 3.53 -0.15
6 N -0.75 -2.21 -0.41
7 Se -1.79 -0.05 1.18
8 C 2.22 2.30 0.21
9 H 5.32 2.57 -2.16
10 H -2.14 -5.03 0.80
11 H 0.20 -4.61 -1.68
12 H -0.05 2.00 6.68
13 H -3.90 0.51 -4.47
14 N 1.12 2.05 1.04
15 H -2.40 1.92 -0.69
16 H -4.84 -2.73 2.04
17 N 0.56 0.61 3.14
18 C 2.87 1.14 -0.28
19 H 0.06 -0.45 6.26
20 H -0.08 -3.82 0.71
21 H 5.43 0.02 -2.19
22 C -3.89 -3.25 1.92
23 C 0.72 -3.60 -3.51
24 H 0.45 5.78 3.71
25 H -2.96 2.00 -4.40
26 H 0.36 -1.27 3.94
27 H -3.53 -2.44 -0.05
28 C 2.95 -1.18 -0.24
29 H 1.14 -2.38 -5.22
30 H 0.10 4.37 5.70
31 C 4.47 2.49 -1.50
32 N 2.38 -0.06 0.15
33 H 2.53 -2.10 0.15
34 C 0.31 -1.20 -3.65
35 C -0.23 -2.48 -1.66
36 H 2.29 4.45 0.19
37 C 3.99 1.22 -1.13
38 H 0.89 4.81 1.53
39 C -3.23 1.02 -2.48
40 Rh 0.59 0.20 1.20
41 C -0.75 1.14 -1.87
42 H -4.31 -4.00 -0.04
43 C 0.13 1.62 5.68
44 C 0.56 1.97 3.34
45 H 4.22 4.59 -1.28
46 C 0.49 4.70 3.63
47 C 0.82 2.78 2.21
48 H -3.14 -2.68 2.48
49 H 0.35 -0.27 -4.21
50 C -2.13 1.78 -1.74
51 C -2.19 -4.11 0.22
52 C 0.18 0.27 5.46
53 N -0.71 -0.30 -1.51
54 H 1.08 -4.49 -3.99
55 C -0.99 -0.88 -0.32
56 H -3.99 -4.23 2.41
57 C 0.23 -3.67 -2.22
58 C 0.28 3.93 4.73
59 C 0.37 -0.21 4.16
60 C 3.85 3.61 -1.01
61 H -2.10 -4.41 -0.83
62 H -0.45 1.16 -2.91
63 C -3.05 0.99 -3.99
64 H 4.49 -2.14 -1.39
65 C 4.57 0.00 -1.54
66 C -3.53 -3.41 0.45
67 H -2.16 0.43 -4.29
68 C 4.06 -1.19 -1.10
69 H -4.19 1.47 -2.23
70 C -0.99 -3.24 0.61
71 H -2.02 2.78 -2.17
72 C 0.75 -2.38 -4.21
73 H 0.00 1.67 -1.29
74 H -1.18 -2.73 1.55

Highest occupied orbital energy ... -13.036 eV
Max |F| ... 1.1 eV/Å
HOMO-LUMO gap ... 5.51 eV
Energy above the lowest of the compared OMol25 structures with the same formula, charge and spin ... 9.9 kJ/mol
Total charge ... +2

Atom charges from the Löwdin analysis, given in e for atoms 1 to 4: number 1, C, carries -0.1309; number 2, C, carries 0.0185; number 3, H, carries 0.0993; number 4, C, carries -0.1329

***

3.
Entry from the Open Molecules 2025 dataset: a 2-piece molecular cluster, C3HF4O3S overall in a non-equilibrium geometry (ωB97M-V/def2-TZVPD).

Positions of all 12 atoms, in Å:
1 C 2.06 -0.05 0.27
2 F 1.58 2.15 -0.59
3 S -1.54 -1.11 0.21
4 F 3.43 -0.03 0.32
5 O -0.26 -1.72 -0.10
6 F -1.54 1.75 0.52
7 F -1.19 0.92 -1.52
8 C -1.08 0.71 -0.14
9 H 1.77 -1.06 0.37
10 O -2.58 -1.27 -0.78
11 C 1.32 0.94 -0.12
12 O -1.96 -1.23 1.58

Highest occupied orbital energy (spin up / spin down) ... -5.492 / -5.491 eV
Max |F| ... 5.0 eV/Å
HOMO-LUMO gap (spin up / spin down) ... 9.13 / 9.12 eV
Total charge ... -1

Atom charges from the Löwdin analysis, given in e for atoms 1 to 4: number 1, C, carries -0.1507; number 2, F, carries 0.0446; number 3, S, carries 0.4142; number 4, F, carries -0.0513

***

4.
Entry from the Open Molecules 2025 dataset: C18H19N3O4S as an isolated structure in a non-equilibrium geometry (ωB97M-V/def2-TZVPD).

Positions of all 45 atoms, in Å:
1 H -3.43 -1.22 0.67
2 C 2.22 3.16 -2.49
3 C 3.37 4.01 -2.69
4 H 1.94 -1.94 3.10
5 C -1.92 -1.96 1.97
6 N 0.72 0.75 -1.75
7 C -2.52 0.49 -0.89
8 C -0.62 -3.05 4.11
9 H 1.55 -0.64 4.12
10 H -0.16 2.15 -2.68
11 C -0.69 -1.69 2.19
12 H -4.42 -2.40 2.54
13 H 0.93 -0.26 1.77
14 C 3.91 3.59 -3.89
15 H -2.42 1.58 -0.97
16 O 1.79 1.34 0.26
17 H 1.96 1.41 -5.08
18 C -1.89 -0.34 0.28
19 C -2.45 -1.36 1.03
20 C 0.03 -0.49 1.57
21 H -3.98 -3.61 1.21
22 O -2.57 -4.51 4.21
23 C -1.89 -3.61 3.75
24 H -1.91 0.12 -1.98
25 H 5.11 4.25 -4.03
26 C -4.00 -3.25 2.20
27 H -4.18 -4.19 2.90
28 H 1.68 3.66 -1.42
29 C 1.72 2.34 -3.21
30 C 1.33 -1.62 3.96
31 O -0.12 -3.71 5.10
32 C -0.64 0.26 0.53
33 N 0.17 -2.26 3.49
34 H 1.52 0.12 -1.97
35 C 2.42 1.90 -4.36
36 H 3.90 4.64 -1.91
37 C 0.24 1.52 -3.08
38 H -0.01 0.99 -3.73
39 N -2.54 -2.89 2.71
40 H 1.68 -2.43 4.68
41 H -3.54 0.33 -1.06
42 O -0.40 2.52 -0.32
43 S 0.48 1.26 -0.34
44 H 4.12 2.36 -5.74
45 C 3.50 2.73 -4.75

Highest occupied orbital energy ... -8.791 eV
Max |F| ... 18.6 eV/Å
HOMO-LUMO gap ... 8.78 eV
Energy above the lowest of the compared OMol25 structures with the same formula, charge and spin ... 1828.0 kJ/mol
Total charge ... 0

Atom charges from the Löwdin analysis, given in e for atoms 1 to 4: number 1, H, carries 0.1272; number 2, C, carries -0.1358; number 3, C, carries -0.0293; number 4, H, carries 0.1141

***

5.
Entry from the Open Molecules 2025 dataset: C32H34FeN2OP2 as an isolated structure in a non-equilibrium geometry (ωB97M-V/def2-TZVPD).

Positions of all 72 atoms, in Å:
1 C 2.45 0.28 -3.80
2 H 0.29 3.93 2.70
3 P -0.09 -2.36 -0.97
4 C -0.94 0.74 2.43
5 C -1.97 1.94 4.29
6 H 4.68 -2.32 -4.11
7 C -1.34 2.02 -3.28
8 H 1.62 4.19 -4.63
9 C 1.30 -3.25 -0.21
10 O 2.38 -0.02 0.03
11 C 1.45 0.44 -0.62
12 C -2.37 2.60 -0.25
13 H -1.36 -4.43 -1.06
14 C 1.30 -0.48 -3.38
15 H -3.79 -0.91 -0.82
16 C 3.66 -0.42 -4.10
17 H -4.63 0.68 -0.80
18 C -1.82 0.77 3.54
19 H -2.68 1.93 5.12
20 C -1.24 3.08 3.98
21 C 0.80 3.60 -4.22
22 H -3.42 -3.79 3.37
23 H 4.51 0.15 -4.48
24 C -1.28 -4.04 3.66
25 H 0.60 1.85 1.36
26 C 0.19 -2.67 -2.77
27 C -0.47 4.14 -4.11
28 H -2.46 0.17 -3.21
29 C -0.15 1.89 2.16
30 C -0.05 1.44 -3.38
31 H 1.73 1.22 -1.42
32 C 2.63 -2.52 -3.46
33 P -2.23 0.92 -0.94
34 C -1.53 3.35 -3.63
35 C -1.02 -1.63 2.25
36 H 3.18 2.26 -4.18
37 H -1.50 3.20 -0.56
38 H -3.79 0.07 0.68
39 H -3.45 1.64 -2.90
40 H -1.36 3.99 4.57
41 H -1.72 -3.48 0.42
42 C 3.75 -1.79 -3.91
43 C -2.30 -2.18 2.49
44 H 1.36 -4.27 -0.60
45 H -3.29 3.08 -0.60
46 C 0.12 -2.28 2.77
47 H 2.24 -2.72 -0.41
48 C -3.77 0.11 -0.42
49 H -2.42 -2.98 -1.15
50 C 2.32 1.66 -3.88
51 C -0.01 -3.49 3.46
52 H 0.32 -3.75 -2.92
53 H -2.38 -0.12 3.80
54 C -2.42 -3.38 3.18
55 N 0.17 0.16 -2.99
56 C -0.31 3.05 2.93
57 H -1.39 -4.98 4.21
58 Fe -0.49 -0.28 -0.25
59 N -0.86 -0.38 1.60
60 H 2.71 -3.60 -3.31
61 H -0.71 -2.31 -3.30
62 H -2.36 2.55 0.84
63 C 1.05 2.26 -3.82
64 C -2.48 1.17 -2.75
65 C -1.54 -3.42 -0.66
66 H -3.18 -1.62 2.16
67 H 1.16 -3.28 0.88
68 H 0.87 -3.99 3.85
69 C 1.41 -1.90 -3.24
70 H 1.10 -1.81 2.63
71 H -2.54 3.78 -3.55
72 H -0.67 5.17 -4.41

Highest occupied orbital energy (spin up / spin down) ... -10.091 / -10.251 eV
Max |F| ... 2.9 eV/Å
Multiplicity ... 6
HOMO-LUMO gap (spin up / spin down) ... 6.33 / 6.20 eV
Total charge ... +1
Expectation value of S² ... 8.781

Atom charges from the Löwdin analysis, given in e for atoms 1 to 4: number 1, C, carries -0.1426; number 2, H, carries 0.1099; number 3, P, carries 0.8469; number 4, C, carries -0.2957

***

6.
Entry from the Open Molecules 2025 dataset: C21H15BrN5O2W as an isolated structure in a non-equilibrium geometry (ωB97M-V/def2-TZVPD).

Positions of all 45 atoms, in Å:
1 H -5.12 -5.30 -12.58
2 C -5.67 -4.39 -14.56
3 C -4.54 -5.03 -19.03
4 H -2.92 -7.24 -13.73
5 H -7.10 -1.28 -14.76
6 H -3.69 -8.68 -22.01
7 H -1.31 -11.37 -15.92
8 C -5.55 -4.46 -13.17
9 H -0.78 -10.96 -13.60
10 H -6.29 -3.04 -16.20
11 N -2.88 -8.38 -15.50
12 C -5.23 -5.41 -15.36
13 C -4.79 -7.33 -23.40
14 O -4.68 -6.56 -14.94
15 Br -5.58 -3.58 -10.52
16 C -3.78 -7.24 -19.73
17 N -3.23 -8.49 -18.04
18 H -2.17 -10.25 -18.20
19 C -4.81 -5.62 -21.33
20 C -1.48 -10.27 -14.10
21 H -6.08 -5.90 -24.41
22 C -4.26 -6.90 -21.08
23 O -5.21 -5.46 -16.63
24 C -6.61 -2.35 -12.87
25 C -5.51 -5.23 -22.47
26 N -3.23 -8.39 -19.42
27 C -6.02 -3.52 -12.34
28 H -4.73 -8.05 -24.23
29 C -4.24 -7.76 -22.17
30 C -6.25 -3.21 -15.10
31 H -6.91 -1.56 -12.24
32 H -5.93 -4.26 -22.52
33 N -4.84 -4.72 -20.23
34 C -2.72 -8.22 -14.15
35 C -2.64 -9.53 -17.53
36 C -2.46 -9.55 -16.14
37 N -4.07 -6.31 -18.69
38 H -5.15 -3.79 -20.32
39 C -6.70 -2.20 -14.27
40 W -3.97 -7.07 -16.70
41 C -2.00 -9.16 -13.44
42 H -1.71 -8.98 -12.44
43 H -4.54 -4.31 -18.20
44 C -5.55 -6.19 -23.46
45 C -1.78 -10.51 -15.44

Highest occupied orbital energy (spin up / spin down) ... -16.777 / -16.780 eV
Max |F| ... 3.0 eV/Å
Multiplicity ... 3
HOMO-LUMO gap (spin up / spin down) ... 4.67 / 5.05 eV
Energy above the lowest of the compared OMol25 structures with the same formula, charge and spin ... 51.2 kJ/mol
Total charge ... +3
Expectation value of S² ... 2.029

Atom charges from the Löwdin analysis, given in e for atoms 1 to 4: number 1, H, carries 0.1266; number 2, C, carries -0.1386; number 3, C, carries -0.0533; number 4, H, carries 0.1340